Entry 1:
2 unconnected molecules or ions with the total composition C2H8N2O at a distorted geometry, computed with ωB97M-V/def2-TZVPD.

Calculated values
Kohn-Sham gap: 10.5 eV
highest occupied orbital energy: -9.62 eV
energy relative to the best compared isomer or geometry (same formula, charge and spin): 86.74 kJ/mol
energy: -265.75011 hartree

```
! RIJCOSX wB97M-V def2-TZVPD def2/J DEFGRID3
* xyz 0 1
N 0.02 0.03 1.58
C -0.02 1.18 2.28
O 0.15 2.29 1.81
H 0.38 0.02 0.62
H -0.34 -0.74 2.09
H -0.21 1.05 3.35
C -0.58 -0.55 -1.67
N 0.85 -0.64 -1.31
H -0.78 -0.83 -2.70
H -1.20 -1.15 -1.00
H -0.87 0.49 -1.59
H 1.28 0.23 -1.62
H 1.33 -1.37 -1.84
*
```



Entry 2:
A molecular structure, C2H4BrClO2S at a distorted geometry, computed with ωB97M-V/def2-TZVPD.

Calculated values
Kohn-Sham gap: 10.7 eV
highest occupied orbital energy: -10.85 eV
energy relative to the best compared isomer or geometry (same formula, charge and spin): 46.82 kJ/mol
energy: -3661.41004 hartree

```
! RIJCOSX wB97M-V def2-TZVPD def2/J DEFGRID3
* xyz 0 1
C -0.04 -1.10 -0.93
C 0.62 1.14 0.57
O -1.93 0.21 0.40
O -0.26 -1.19 1.56
S -0.60 -0.23 0.49
Cl -0.03 2.11 2.16
Br 0.46 2.20 -0.92
H -0.55 -2.09 -1.04
H -0.27 -0.59 -2.00
H 0.99 -1.30 -0.95
H 1.61 0.83 0.64
*
```



Entry 3:
3 unconnected molecules or ions with the total composition CH3Br2P at a distorted geometry, computed with ωB97M-V/def2-TZVPD.

Calculated values
Kohn-Sham gap: 8.7 eV
highest occupied orbital energy: -9.31 eV
energy relative to the best compared isomer or geometry (same formula, charge and spin): 289.00 kJ/mol
energy: -5529.21956 hartree

```
! RIJCOSX wB97M-V def2-TZVPD def2/J DEFGRID3
* xyz 0 1
C -0.36 -0.38 -1.23
P 0.31 0.87 -0.31
Br -0.95 2.50 -1.12
Br 0.13 -2.22 -0.81
H -1.22 -0.28 -1.89
H 1.09 -0.04 3.06
H 1.01 -0.44 2.29
*
```



Entry 4:
A molecular structure, C9H13O4PV at a distorted geometry, computed with ωB97M-V/def2-TZVPD.

Calculated values
Kohn-Sham gap (alpha / beta): 5.5 / 5.9 eV
highest occupied orbital energy (alpha / beta): -16.56 / -16.54 eV
energy relative to the best compared isomer or geometry (same formula, charge and spin): 153.31 kJ/mol
energy: -1936.24269 hartree

```
! RIJCOSX wB97M-V def2-TZVPD def2/J DEFGRID3
* xyz 2 4
V -0.27 0.75 0.76
C -1.01 2.09 1.80
O -1.45 3.01 2.41
C 1.48 0.24 1.29
O 2.56 0.13 1.70
C 0.32 1.26 -1.14
O 0.75 1.68 -2.14
C -1.04 -1.14 0.88
O -1.50 -2.15 1.26
C 0.51 -2.31 -2.46
H -0.44 -2.71 -2.15
H 0.38 -1.50 -3.16
C 1.50 -2.19 -1.57
H 2.02 -1.23 -1.45
H 1.35 -2.48 -0.55
C -2.36 2.39 -1.42
P -2.13 0.64 -0.93
C -3.64 0.30 0.04
C -2.48 -0.12 -2.55
H -2.35 3.03 -0.53
H -3.32 2.47 -1.95
H -1.53 2.68 -2.08
H -3.61 0.89 0.98
H -4.54 0.57 -0.54
H -3.67 -0.77 0.32
H -3.46 0.26 -2.89
H -1.71 0.18 -3.29
H -2.51 -1.22 -2.51
*
```



Entry 5:
C15H26N2O3 in the gas phase, computed with ωB97M-V/def2-TZVPD.

Calculated values
Kohn-Sham gap: 9.6 eV
highest occupied orbital energy: -8.76 eV
energy relative to the best compared isomer or geometry (same formula, charge and spin): 8.36 kJ/mol
energy: -922.44173 hartree

```
! RIJCOSX wB97M-V def2-TZVPD def2/J DEFGRID3
* xyz 0 1
C -1.38 -3.30 5.20
O -0.93 -3.30 3.85
C 0.03 -2.44 3.54
O 0.53 -1.67 4.33
C 0.44 -2.52 2.08
N 0.79 -1.18 1.63
C -0.07 -0.49 0.82
O -0.98 -1.02 0.22
N 0.19 0.85 0.76
C -0.42 1.69 -0.25
C 0.49 1.87 -1.48
C -0.18 2.74 -2.51
C -0.89 2.22 -3.50
C -1.59 3.03 -4.54
C -1.11 4.48 -4.55
C -1.05 5.01 -3.12
C 0.00 4.22 -2.33
C 1.63 -3.48 1.90
C 1.31 -4.87 2.43
C 2.00 -3.55 0.42
H -1.80 -2.33 5.46
H -0.54 -3.51 5.87
H -2.13 -4.08 5.27
H -0.41 -2.85 1.47
H 1.33 -0.66 2.31
H 1.05 1.19 1.16
H -1.34 1.19 -0.55
H -0.66 2.66 0.19
H 0.70 0.89 -1.89
H 1.43 2.33 -1.16
H -1.00 1.15 -3.58
H -1.44 2.58 -5.53
H -2.67 3.00 -4.34
H -1.78 5.10 -5.15
H -0.12 4.54 -5.00
H -0.80 6.07 -3.11
H -2.03 4.88 -2.65
H -0.06 4.48 -1.27
H 1.00 4.50 -2.68
H 2.48 -3.07 2.46
H 1.17 -4.86 3.51
H 0.40 -5.25 1.97
H 2.12 -5.55 2.20
H 2.20 -2.55 0.03
H 1.19 -3.98 -0.15
H 2.89 -4.16 0.28
*
```